60
Properties=species:S:1:pos:R:3:mulliken_charge:R:1 method="wB97M-V/def2-TZVPD" relative_energy_kj_mol=161.75 e_lumo_ev=0.6 fmax_ev_per_a=0.62 homo_lumo_gap_ev=7.9 smiles="CCN(CC(=O)Nc1ccc(N2CCOCC2)cc1)C(=O)COc1ccccc1OC"
C -3.0295 -3.1987 -0.9068 -0.905
C -4.2924 -2.4279 -0.5385 -0.757
N -4.0259 -1.1830 0.1668 0.048
C -3.6157 -1.2879 1.5464 -1.169
C -2.1146 -1.1110 1.8452 0.778
O -1.7231 -1.1334 2.9913 -0.709
N -1.3427 -0.9910 0.7453 0.588
C 0.0222 -0.6828 0.6689 -0.300
C 0.7682 -0.2560 1.7618 -1.113
C 2.0912 0.0920 1.6054 -0.511
C 2.7338 0.0183 0.3639 1.340
N 4.0474 0.4579 0.2418 0.016
C 5.0375 0.0494 1.2207 -0.646
C 5.7182 -1.2519 0.7703 -0.570
O 6.3148 -1.1111 -0.5003 -0.420
C 5.3618 -0.7295 -1.4691 -0.376
C 4.6733 0.5788 -1.0584 -0.989
C 1.9750 -0.4269 -0.7223 0.011
C 0.6461 -0.7668 -0.5695 -1.139
C -4.3350 -0.0175 -0.4525 1.223
O -4.7918 0.0186 -1.5801 -0.730
C -4.1821 1.2812 0.3461 -1.066
O -3.0712 1.4083 1.2084 -0.250
C -1.8989 1.9463 0.7403 -0.183
C -1.1398 2.6480 1.6664 -0.591
C 0.0743 3.2059 1.3135 -0.594
C 0.5322 3.0857 0.0157 -0.717
C -0.2056 2.3783 -0.9166 -0.570
C -1.4066 1.7794 -0.5640 1.036
O -2.1254 0.9637 -1.4002 0.239
C -1.9173 1.0483 -2.7894 -1.148
H -3.3077 -4.1335 -1.3871 0.475
H -2.4356 -3.4287 -0.0249 0.264
H -2.4224 -2.6276 -1.6054 0.139
H -4.8408 -2.1614 -1.4449 0.402
H -4.9362 -3.0517 0.0906 0.401
H -4.1349 -0.5524 2.1666 0.329
H -3.8956 -2.2786 1.9179 0.546
H -1.8280 -0.9689 -0.1438 -0.416
H 0.2998 -0.1848 2.7285 0.454
H 2.6281 0.4583 2.4662 0.444
H 4.5797 -0.1024 2.1952 0.324
H 5.7894 0.8422 1.2978 0.321
H 6.5232 -1.5277 1.4532 0.396
H 4.9683 -2.0591 0.7451 0.287
H 5.9114 -0.6088 -2.4043 0.370
H 4.6124 -1.5278 -1.5857 0.299
H 3.9434 0.8933 -1.8027 0.456
H 5.4389 1.3592 -0.9754 0.394
H 2.4134 -0.5192 -1.7038 0.367
H 0.0845 -1.1075 -1.4286 0.494
H -4.2249 2.1032 -0.3760 0.348
H -5.0621 1.3589 0.9992 0.381
H -1.5263 2.7346 2.6692 0.460
H 0.6536 3.7405 2.0496 0.429
H 1.4727 3.5265 -0.2762 0.422
H 0.1741 2.2650 -1.9196 0.383
H -0.9748 0.5750 -3.0849 0.336
H -1.9256 2.0858 -3.1334 0.383
H -2.7566 0.5130 -3.2330 0.288

***

128
Properties=species:S:1:pos:R:3:mulliken_charge:R:1 method="wB97M-V/def2-TZVPD" relative_energy_kj_mol=0.00 e_lumo_ev=0.4 fmax_ev_per_a=2.49 homo_lumo_gap_ev=9.0 smiles="COC[C@H](C)N.COC[C@H](C)N.COC[C@H](C)N.COC[C@H](C)N.COC[C@H](C)N.COC[C@H](C)N.NC(N)=O.CCO.CCO"
C 18.9810 14.1592 10.1475 -0.469
O 18.1260 13.4147 10.9632 -0.433
C 17.5874 12.2722 10.3419 0.756
C 17.3411 11.1799 11.3910 0.021
C 18.6687 10.5046 11.7318 -1.572
N 16.3553 10.2135 10.9640 0.079
H 18.4904 14.5156 9.2292 0.290
H 19.8584 13.5672 9.8471 0.030
H 19.3236 15.0317 10.7004 0.311
H 16.6537 12.4938 9.8015 -0.291
H 18.2593 11.8663 9.5685 -0.121
H 17.0588 11.7213 12.2981 0.545
H 19.4016 11.2534 12.0418 0.470
H 19.0776 9.8454 10.9680 0.115
H 18.4920 9.8953 12.6281 0.301
H 16.5101 9.8378 10.0342 -0.498
H 15.4223 10.6189 10.9667 0.155
C 14.2749 13.6584 8.5854 -0.472
O 13.1198 13.4437 9.3310 -0.458
C 13.2943 12.6408 10.4684 -0.861
C 13.2858 11.1453 10.1329 2.303
C 12.0506 10.7739 9.3260 -1.453
N 13.3490 10.3649 11.3805 -0.627
H 14.6386 12.7637 8.0621 0.057
H 15.0998 14.0455 9.1999 0.300
H 14.0364 14.4321 7.8545 0.360
H 14.2340 12.8787 10.9897 0.273
H 12.4929 12.8703 11.1765 0.435
H 14.1719 10.9735 9.5155 -1.311
H 11.1341 10.9783 9.8804 0.328
H 12.1074 9.7180 9.0538 0.466
H 12.0131 11.3383 8.3907 0.090
H 13.3620 9.3737 11.1604 0.192
H 12.4959 10.5417 11.9001 0.353
C 11.2441 12.4266 5.1368 -0.493
O 11.6652 12.4973 3.7907 -0.378
C 12.9136 13.1460 3.6247 -0.744
C 14.0024 12.1426 3.2856 0.674
C 14.1918 11.0171 4.2744 -1.101
N 15.3025 12.7454 3.0080 -0.673
H 11.9578 11.9278 5.7981 0.054
H 10.2922 11.8967 5.1440 0.280
H 11.0384 13.4284 5.5386 0.350
H 12.8482 13.8599 2.7980 0.342
H 13.1633 13.7192 4.5278 0.293
H 13.7127 11.6977 2.3265 0.191
H 14.9111 10.3347 3.8171 0.262
H 13.2660 10.5817 4.6335 0.410
H 14.7446 11.3504 5.1681 0.081
H 15.8018 12.9644 3.8654 0.241
H 15.2175 13.6331 2.5225 0.245
C 23.2072 9.7256 4.1385 -0.847
O 24.1897 10.2416 3.2985 -0.353
C 23.6914 10.5447 2.0206 -0.751
C 24.8050 11.1381 1.1609 0.382
C 25.4850 12.2953 1.8598 -1.343
N 24.1705 11.5564 -0.0991 -0.696
H 23.6361 9.1946 4.9913 0.410
H 22.6618 8.8923 3.6584 0.388
H 22.4701 10.4578 4.4847 0.291
H 23.2461 9.6766 1.5225 0.359
H 22.8937 11.3045 2.1091 0.287
H 25.5084 10.3217 0.9837 0.344
H 24.7994 13.1301 2.0198 0.296
H 26.3234 12.6748 1.2681 0.375
H 25.9227 11.9975 2.8148 0.334
H 24.8557 11.5879 -0.8437 0.265
H 23.8034 12.4958 -0.0054 0.256
C 18.8920 4.9151 13.2509 -0.678
O 17.6210 4.9742 12.6725 -0.353
C 17.0244 6.2548 12.7345 -0.437
C 16.0849 6.4543 11.5671 0.222
C 16.8462 6.7960 10.3052 -0.481
N 15.0882 7.5027 11.8107 -0.552
H 19.5033 5.8038 13.0486 0.277
H 19.4371 4.0394 12.8979 0.240
H 18.8267 4.8296 14.3480 0.316
H 16.5172 6.3794 13.7038 0.406
H 17.7959 7.0426 12.7221 0.087
H 15.5670 5.4978 11.4233 0.314
H 17.2110 7.8214 10.3585 -0.056
H 16.1927 6.6733 9.4352 0.141
H 17.6430 6.0812 10.0924 0.178
H 15.5066 8.4228 11.6568 0.412
H 14.7650 7.5081 12.7716 0.292
C 20.0313 7.9151 5.3709 -0.868
O 18.6581 7.6268 5.5864 -0.405
C 17.8375 8.7638 5.9050 -1.045
C 17.3337 8.5228 7.3459 1.577
C 16.0746 9.2977 7.6098 -1.244
N 18.3423 9.0832 8.2689 0.826
H 20.4560 7.1146 4.7670 0.327
H 20.5541 8.0124 6.3282 0.189
H 20.1527 8.8529 4.8180 0.495
H 18.4334 9.6754 5.8938 0.489
H 17.0088 8.7895 5.1911 0.125
H 17.2206 7.4534 7.4929 -0.034
H 15.2658 8.9344 6.9471 -0.112
H 16.1523 10.3540 7.3371 0.268
H 15.5885 9.1854 8.5754 0.118
H 19.0501 8.4356 8.6107 -0.348
H 18.9590 9.7716 7.8444 -0.246
N 19.1870 5.4785 7.7911 -0.096
C 20.0696 5.8656 8.7732 0.380
N 20.2844 4.9317 9.7577 -0.371
O 20.6265 6.9499 8.7394 -0.596
H 18.6996 4.6026 7.8728 0.205
H 19.0273 6.0450 6.9719 -0.045
H 20.8974 5.1997 10.5009 0.223
H 19.9187 4.0126 9.5856 0.164
C 14.6041 6.4690 4.8958 -0.751
C 15.9467 5.7734 4.7558 0.233
O 15.7282 4.5217 4.0777 -0.592
H 13.9537 5.8479 5.5152 0.308
H 14.1905 6.7019 3.9200 0.309
H 14.6803 7.3868 5.4918 0.027
H 16.3978 5.6104 5.7375 -0.007
H 16.6381 6.2921 4.0972 0.199
H 15.5344 3.8256 4.7102 0.319
C 22.9425 11.0625 7.8434 -1.208
C 21.6500 10.7405 8.5943 0.190
O 20.5363 11.2668 7.9018 -0.553
H 23.2644 12.0837 8.0794 0.352
H 22.8067 11.1341 6.7590 0.194
H 23.7857 10.3770 7.9347 0.377
H 21.7199 11.1941 9.5886 0.292
H 21.5690 9.6669 8.7631 0.129
H 20.4930 12.2177 8.0253 0.181